{
  "formula": "C39H48P2SiV",
  "method": "ωB97M-V/def2-TZVPD",
  "s2": 3.787,
  "total_energy_ev": -93359.0089,
  "homo_energy_ev": [-6.309, -6.616],
  "spin_multiplicity": 4,
  "largest_force_ev_per_a": 4.1,
  "elements": ["V", "P", "P", "Si", "C", "C", "C", "C", "C", "C", "C", "C", "C", "C", "C", "C", "C", "C", "C", "C", "C", "C", "C", "C", "C", "C", "C", "C", "C", "C", "C", "C", "C", "C", "C", "C", "C", "C", "C", "C", "C", "C", "C", "H", "H", "H", "H", "H", "H", "H", "H", "H", "H", "H", "H", "H", "H", "H", "H", "H", "H", "H", "H", "H", "H", "H", "H", "H", "H", "H", "H", "H", "H", "H", "H", "H", "H", "H", "H", "H", "H", "H", "H", "H", "H", "H", "H", "H", "H", "H", "H"],
  "xyz": [[0.087954, 0.555973, 1.289690], [2.097593, -0.031296, 0.277595], [-1.191383, -0.869628, 0.031890], [-1.467114, 0.788909, 4.675863], [-1.374331, 0.786976, -3.690455], [-4.151950, 2.654992, -0.638305], [1.369189, -0.270231, 2.854838], [1.352715, -0.819951, -1.159031], [3.100808, 1.967414, -1.408987], [5.762985, -2.724108, 1.042622], [0.532046, -1.247693, -5.040368], [1.509728, 0.981988, -4.258075], [-1.364803, 1.245510, 2.813114], [-2.367522, 0.478287, -0.482431], [1.468460, -0.357741, -4.265751], [-1.873292, 1.800664, -0.635972], [2.739541, 1.650790, -0.095098], [4.463538, -3.226030, 1.204301], [-1.375191, -1.063876, 5.007288], [3.352815, 3.298226, -1.749234], [-2.515115, -2.661708, 1.668063], [-3.358063, -4.324678, -0.435359], [-3.761995, 0.266035, -0.450507], [5.953279, -1.432448, 0.534561], [3.382266, 4.279682, -0.751327], [4.855932, -0.613898, 0.253153], [-1.455817, -0.531674, -3.498338], [3.362444, -2.423000, 0.919085], [0.075352, -1.340909, -1.157919], [-3.120945, 1.437977, 5.311211], [-2.596361, -3.184413, -0.724338], [-3.693656, -4.625606, 0.888354], [-3.270947, -3.795554, 1.941909], [0.555483, 1.882917, -4.972084], [-0.883202, -1.536112, -4.452494], [-2.182952, -2.351381, 0.329454], [3.560801, -1.085730, 0.522956], [-2.775827, 2.870910, -0.717064], [-0.918790, 1.430095, -4.961608], [2.809451, 2.623015, 0.924490], [3.135181, 3.939076, 0.583582], [-4.643149, 1.348635, -0.515475], [-0.132538, 1.552535, 5.748177], [2.406840, -0.606798, 2.743668], [-5.718559, 1.168548, -0.447850], [-0.797170, 2.007158, -0.769368], [2.352812, -2.836319, 0.986949], [-2.197422, -1.624912, 4.545550], [0.632651, 2.873296, -4.500481], [-1.448820, -1.210970, 6.094727], [0.875845, 2.016098, -6.019709], [-0.125301, 2.645033, 5.653368], [-1.517387, 2.343031, -5.094324], [-0.428488, -1.509145, 4.685783], [-1.564382, -1.651936, -5.316550], [-2.325043, -2.949334, -1.758226], [-0.358200, 1.314612, 6.796636], [-1.099684, 0.779412, -5.826967], [0.872594, 1.176342, 5.532229], [5.003194, 0.379149, -0.179374], [3.587370, 5.320744, -1.010445], [-1.726920, 1.495677, -2.940369], [1.331259, 0.582288, 3.561723], [2.050072, -1.110776, -1.943170], [-4.264479, -5.525899, 1.110520], [-3.260169, 1.113053, 6.352155], [-3.147588, 2.537080, 5.289262], [-3.962259, 1.060675, 4.713769], [-3.663441, -4.986090, -1.253240], [3.511830, 3.565736, -2.792523], [-0.166811, -2.204536, -1.789661], [-2.106799, -0.949314, -2.722124], [-2.180572, -2.012899, 2.482677], [-4.846639, 3.497750, -0.671635], [1.042930, -2.224908, -5.106359], [6.626747, -3.337910, 1.305559], [2.283751, -0.919624, -3.800475], [3.157491, 1.182021, -2.163961], [3.165235, 4.701145, 1.364896], [0.410543, -0.889648, -6.073241], [2.595383, 2.363091, 1.969228], [-2.385143, 1.077994, 2.405907], [-3.507583, -4.044291, 2.975905], [2.399476, 1.511424, -3.897008], [6.961063, -1.050001, 0.357272], [-0.867021, -2.518203, -3.954701], [-4.167317, -0.742064, -0.331543], [4.311348, -4.244603, 1.557678], [-2.400089, 3.890697, -0.816991], [0.754809, -1.109551, 3.237012], [-1.152536, 2.334729, 2.695885]],
  "atomic_forces_ev_per_a": [[0.15, 0.58, 4.03], [-0.59, 1.12, -0.76], [0.02, 0.28, 0.18], [0.05, 0.49, -1.75], [-0.44, -0.12, 0.17], [-0.05, -0.40, 0.02], [-0.50, 0.19, 0.39], [-1.01, -1.24, -0.93], [-0.16, 0.60, 0.19], [-0.20, 0.31, -0.07], [-0.18, -0.45, 0.04], [0.61, -0.68, -0.79], [0.06, -0.22, 0.26], [-0.13, 0.08, -0.37], [0.61, 0.47, -0.22], [-0.58, -0.31, -0.03], [0.68, -0.61, -0.28], [0.20, 0.17, -0.13], [-0.19, -0.18, 0.24], [0.05, 0.00, 0.26], [0.02, 0.08, -0.56], [0.17, 0.11, -0.03], [0.40, 0.27, 0.17], [-0.07, -0.18, 0.04], [-0.16, -0.09, -0.02], [-0.21, -0.34, 0.31], [-0.58, 0.44, -0.47], [0.34, 0.28, -0.01], [1.69, -0.13, -0.65], [-0.03, -0.16, 0.37], [-0.18, -0.13, 0.57], [0.25, 0.26, 0.13], [-0.04, -0.23, -0.45], [-0.19, 0.37, 0.07], [-0.18, -0.37, -0.34], [-0.19, -0.28, 0.10], [0.04, -0.33, -0.41], [0.16, -0.19, 0.14], [0.44, 0.29, -0.29], [-0.17, 0.01, -0.40], [-0.02, -0.23, -0.06], [0.23, 0.19, -0.02], [0.08, 0.17, 0.22], [-0.22, 0.06, 0.25], [0.34, 0.08, -0.08], [-0.38, -0.25, 0.26], [0.26, 0.26, 0.20], [0.07, 0.09, 0.11], [-0.08, -0.14, -0.14], [-0.04, -0.06, -0.16], [0.00, 0.03, 0.27], [0.03, -0.12, 0.01], [-0.01, -0.34, -0.16], [-0.20, 0.14, 0.06], [0.13, -0.07, 0.32], [-0.13, -0.10, 0.35], [0.07, 0.07, -0.10], [-0.08, 0.09, 0.25], [-0.17, 0.04, 0.01], [-0.04, -0.28, 0.34], [-0.05, -0.34, 0.05], [-0.20, -0.44, -0.19], [0.11, -0.55, 0.01], [-0.36, -0.49, 0.12], [0.09, 0.21, -0.07], [-0.15, 0.12, -0.11], [0.02, -0.26, -0.04], [0.18, 0.08, 0.12], [0.05, 0.25, 0.38], [0.14, 0.01, 0.21], [0.27, 0.59, -0.39], [0.59, 0.39, 0.09], [-0.03, -0.15, -0.39], [0.26, -0.27, 0.00], [-0.24, 0.38, -0.21], [-0.28, 0.16, -0.14], [-0.14, 0.43, -0.10], [-0.13, 0.27, 0.32], [0.05, -0.21, -0.27], [0.15, 0.06, 0.31], [0.02, 0.03, -0.45], [0.21, 0.24, 0.15], [-0.01, 0.03, -0.27], [-0.46, -0.46, 0.18], [-0.29, -0.18, 0.07], [-0.01, 0.24, -0.14], [0.21, 0.30, -0.03], [0.05, 0.21, -0.10], [-0.04, -0.31, -0.01], [0.46, 0.45, 0.01], [-0.29, -0.16, 0.28]]
}


{
  "formula": "C39H49BN9O8S2Se2Y",
  "method": "ωB97M-V/def2-TZVPD",
  "s2": 0.759,
  "total_energy_ev": -225120.1997,
  "charge": -1,
  "homo_energy_ev": [-4.957, -5.041],
  "spin_multiplicity": 2,
  "largest_force_ev_per_a": 2.3,
  "elements": ["Y", "Se", "Se", "S", "S", "O", "O", "O", "O", "O", "O", "O", "O", "N", "N", "N", "N", "N", "N", "N", "N", "N", "C", "C", "C", "C", "C", "C", "C", "C", "C", "C", "C", "C", "C", "C", "C", "C", "C", "C", "C", "C", "C", "C", "C", "C", "C", "C", "C", "C", "C", "C", "C", "C", "C", "C", "C", "C", "C", "C", "C", "B", "H", "H", "H", "H", "H", "H", "H", "H", "H", "H", "H", "H", "H", "H", "H", "H", "H", "H", "H", "H", "H", "H", "H", "H", "H", "H", "H", "H", "H", "H", "H", "H", "H", "H", "H", "H", "H", "H", "H", "H", "H", "H", "H", "H", "H", "H", "H", "H", "H"],
  "xyz": [[14.193174, 13.581026, 13.041679], [14.144663, 10.881767, 15.812783], [14.351667, 11.089387, 11.469233], [11.503893, 10.191091, 17.109542], [8.300708, 12.295064, 15.652858], [11.977876, 12.909830, 13.348604], [7.085715, 11.536433, 15.647047], [16.238420, 12.558080, 13.942858], [8.398726, 13.343122, 14.692798], [11.795008, 10.358068, 13.713770], [16.252999, 16.193841, 19.114766], [14.720563, 14.285700, 15.029143], [15.429682, 6.931677, 13.427066], [15.302275, 16.459174, 11.889207], [13.969598, 18.378926, 11.051801], [12.883938, 15.731175, 13.548349], [13.183409, 14.660333, 10.721269], [15.690719, 15.141843, 11.949892], [9.593026, 11.239450, 15.539115], [14.412007, 18.589710, 9.787994], [12.969962, 16.869004, 12.798504], [13.197766, 16.017792, 10.489063], [12.499612, 14.124890, 9.717702], [17.474808, 13.366259, 17.250126], [9.765947, 12.201211, 17.710902], [17.895306, 11.336034, 15.008608], [12.406689, 9.154477, 13.303692], [11.888634, 15.934759, 14.444357], [16.384788, 17.244878, 11.762044], [14.767503, 19.869365, 9.752488], [16.700883, 13.369701, 16.097122], [11.980739, 17.699529, 13.127926], [11.275851, 17.149054, 14.189262], [13.891733, 8.937623, 13.692934], [9.890046, 13.653384, 19.600002], [14.881262, 9.904631, 12.970180], [8.171011, 13.997364, 17.961911], [15.599392, 14.270794, 15.955768], [10.395340, 12.541809, 18.875478], [12.007451, 15.157370, 8.851437], [8.674681, 12.903738, 17.268723], [14.126100, 7.435272, 13.352924], [16.876694, 12.449214, 14.982251], [17.003659, 15.117890, 11.906546], [9.884669, 12.306354, 12.193449], [15.255763, 17.201957, 19.033500], [15.525440, 15.265361, 16.958587], [17.478699, 16.448300, 11.794972], [14.106797, 19.476521, 11.811383], [14.017981, 9.059397, 15.198149], [14.564552, 20.454448, 10.973349], [10.783627, 13.393128, 12.674250], [17.792876, 13.845289, 11.837155], [16.346703, 15.302524, 18.079872], [8.776054, 14.354051, 19.163371], [11.643923, 15.031190, 15.593588], [17.278640, 14.232542, 18.262553], [12.449047, 16.340797, 9.415419], [10.222541, 11.208010, 16.683657], [12.281863, 12.697295, 9.482114], [15.150129, 20.483220, 8.464457], [13.852670, 16.898594, 11.520484], [12.316030, 9.132504, 12.224462], [12.261111, 17.362472, 9.232450], [11.416436, 12.642043, 8.802867], [13.582944, 6.796715, 14.058540], [17.710257, 10.675762, 15.892274], [11.146561, 13.977465, 11.848955], [10.655563, 15.234439, 15.994417], [13.870653, 19.497051, 12.863748], [9.476777, 11.733649, 13.035962], [10.231918, 14.026628, 13.344546], [14.235255, 20.798182, 7.929959], [15.963975, 7.287235, 12.708591], [18.414929, 13.882986, 10.943917], [18.190114, 12.544829, 17.335713], [12.170833, 12.109732, 10.378091], [14.713477, 21.462558, 11.269210], [10.379075, 11.665138, 11.523892], [18.886540, 11.713637, 15.129245], [15.383118, 17.891701, 18.189269], [14.237761, 16.764980, 18.914942], [16.281676, 18.332372, 11.606526], [11.790627, 13.954885, 15.367000], [17.158245, 12.981663, 11.673651], [11.949786, 11.904440, 13.477053], [13.198404, 8.576498, 15.722935], [18.410461, 13.737146, 12.700203], [15.290425, 10.518678, 13.782345], [11.291567, 12.025649, 19.215565], [11.635172, 10.255048, 14.662299], [14.927736, 8.613222, 15.554754], [15.799818, 21.348313, 8.672226], [17.841553, 14.154013, 19.183019], [15.708060, 19.784215, 7.845032], [10.430883, 13.982931, 20.470448], [11.322100, 15.075918, 7.997081], [15.347187, 17.707387, 19.966443], [14.711501, 15.986989, 16.847067], [18.531303, 16.789939, 11.709661], [9.024576, 12.755714, 11.659449], [11.792047, 18.614185, 12.600441], [7.213444, 14.424477, 17.602964], [13.115716, 12.285895, 8.967607], [10.416261, 17.577861, 14.690968], [15.719402, 9.321407, 12.646684], [17.780310, 10.846199, 14.051537], [11.897338, 8.302843, 13.788635], [8.425869, 15.208692, 19.773256], [12.340635, 15.250359, 16.405135], [13.722503, 7.256222, 12.324974]],
  "atomic_forces_ev_per_a": [[-0.20, -0.11, -0.07], [-0.41, 0.64, 0.77], [0.13, -0.25, 0.62], [0.16, -0.25, -0.33], [0.12, -1.05, 0.07], [0.03, -0.56, -0.05], [-0.38, -0.16, 0.20], [-0.67, 0.08, -1.17], [0.20, 0.85, -0.43], [0.15, -0.46, 0.21], [-0.01, -0.22, -0.84], [-0.18, -0.06, 0.02], [0.93, 0.09, 0.12], [-0.53, -0.57, -0.60], [-0.01, -1.69, -0.01], [-0.04, 0.57, 0.37], [0.22, 0.18, -0.47], [-0.64, 0.54, 0.40], [-0.57, 0.56, 0.47], [-0.14, 0.20, 0.30], [-0.39, -0.68, -0.14], [-0.07, -0.75, 0.13], [-0.30, 1.77, -0.63], [0.32, -1.30, -0.30], [0.17, -0.22, -0.60], [-0.87, -0.33, 0.97], [0.57, -0.52, 0.09], [1.18, -0.53, -0.63], [-0.60, 0.80, -0.05], [-0.40, -1.14, -1.17], [-1.22, -0.34, -1.91], [-0.63, -0.01, 0.58], [-0.29, 0.81, -0.30], [-0.59, 0.09, -0.66], [0.58, -0.96, -0.71], [-0.11, -0.19, 0.86], [-1.40, -0.52, -0.41], [0.93, 0.50, 0.98], [0.03, 1.18, 1.33], [-0.28, 0.16, 0.32], [-0.03, 0.79, 0.25], [-0.78, 0.12, -1.03], [0.81, 0.25, 1.07], [0.71, 0.52, -0.33], [-1.42, 0.30, 0.70], [-0.65, -0.74, -0.74], [-0.47, 1.17, 1.02], [2.20, -0.28, -0.07], [-0.31, -0.01, -0.11], [0.27, 0.28, 0.02], [0.15, 1.11, 1.47], [0.43, 0.00, 0.10], [-0.48, 0.46, -0.96], [-0.30, -1.23, -0.20], [-0.05, 0.54, 0.26], [0.13, -0.71, 0.30], [0.05, 1.40, 0.72], [0.34, -1.56, 0.56], [0.30, -0.10, 0.31], [-0.92, 0.05, -0.37], [0.22, 0.67, -0.14], [0.05, 0.86, 0.83], [-0.07, -0.24, -0.19], [-0.03, 0.73, -0.55], [0.15, -0.42, 0.41], [-0.26, 0.29, -0.13], [0.01, 0.26, -0.85], [0.00, 0.41, -0.33], [-0.27, -0.29, -0.03], [0.02, -0.05, -0.11], [0.21, 0.05, -0.35], [-0.05, 0.32, 0.44], [0.54, 0.03, 0.08], [-0.12, 0.07, 0.07], [0.29, 0.17, 0.04], [-0.02, 0.36, 0.18], [-0.31, -0.10, 0.23], [0.24, 0.68, 0.01], [0.66, -1.02, -0.87], [0.80, 0.38, -0.01], [0.32, -0.13, 0.13], [0.59, 0.14, 0.27], [0.19, -0.91, 0.21], [-0.34, 0.71, 0.01], [-0.20, -0.13, 0.37], [-0.13, 0.58, -0.23], [-0.16, -0.02, 0.02], [0.45, -0.29, 0.61], [0.01, 0.08, -0.60], [-0.25, 0.03, -0.18], [-0.32, 0.28, 0.41], [0.51, -0.45, 0.01], [-0.33, -0.12, -0.34], [0.01, 0.16, -0.01], [-0.10, -0.06, -0.04], [-0.03, 0.01, 0.29], [0.55, -0.15, 0.52], [-0.17, 0.58, 0.57], [0.32, -0.15, -0.03], [-0.98, -0.45, 0.08], [0.40, -0.08, 0.27], [0.09, 0.11, -0.10], [0.89, 0.15, 0.29], [0.84, -0.45, -0.54], [0.23, -0.10, -0.05], [0.60, -0.33, -0.47], [0.17, -0.48, 0.03], [-0.34, 0.25, -0.43], [0.07, -0.59, -0.59], [0.17, 0.10, -0.06], [0.08, 0.02, 0.58]]
}